{
  "formula": "C40H80F5NO35PS2",
  "method": "ωB97M-V/def2-TZVPD",
  "symbols": ["C", "C", "C", "C", "C", "S", "P", "N", "S", "O", "O", "C", "F", "F", "C", "F", "F", "F", "H", "H", "H", "H", "H", "H", "H", "H", "H", "H", "H", "H", "H", "H", "C", "O", "C", "O", "O", "C", "H", "H", "H", "H", "H", "H", "C", "O", "C", "O", "O", "C", "H", "H", "H", "H", "H", "H", "C", "O", "C", "O", "O", "C", "H", "H", "H", "H", "H", "H", "C", "O", "C", "O", "O", "C", "H", "H", "H", "H", "H", "H", "C", "O", "C", "O", "O", "C", "H", "H", "H", "H", "H", "H", "C", "O", "C", "O", "O", "C", "H", "H", "H", "H", "H", "H", "C", "O", "C", "O", "O", "C", "H", "H", "H", "H", "H", "H", "C", "O", "C", "O", "O", "C", "H", "H", "H", "H", "H", "H", "C", "O", "C", "O", "O", "C", "H", "H", "H", "H", "H", "H", "C", "O", "C", "O", "O", "C", "H", "H", "H", "H", "H", "H", "C", "O", "C", "O", "O", "C", "H", "H", "H", "H", "H", "H"],
  "positions_angstrom": [[4.18, 2.18, 1.40], [3.14, 1.30, 2.34], [2.19, 0.31, 1.40], [1.14, 1.29, 0.61], [0.08, 0.55, -0.39], [-0.80, -0.94, 0.31], [0.57, -2.64, 0.46], [-0.25, -4.03, 0.22], [-1.42, -0.65, 2.32], [-1.00, -1.86, 3.22], [-0.98, 0.69, 2.94], [-3.33, -0.69, 2.27], [-3.93, -1.12, 3.55], [-3.76, -1.72, 1.25], [-3.96, 0.75, 1.69], [-5.44, 0.61, 1.62], [-3.69, 1.90, 2.58], [-3.46, 0.96, 0.28], [5.29, 2.02, 1.81], [3.94, 3.33, 1.48], [4.09, 1.90, 0.25], [2.43, 2.10, 2.85], [3.68, 0.70, 3.19], [1.63, -0.44, 2.14], [2.91, -0.31, 0.72], [0.65, 2.02, 1.40], [1.81, 2.00, -0.08], [-0.76, 1.35, -0.66], [0.54, 0.23, -1.44], [1.65, -2.49, -0.50], [1.19, -2.73, 1.77], [0.14, -4.55, -0.62], [6.85, -1.70, 4.96], [6.53, -0.32, 4.83], [6.96, 0.45, 5.86], [7.57, 0.06, 6.84], [6.59, 1.73, 5.61], [6.98, 2.66, 6.62], [6.46, -2.22, 4.08], [7.94, -1.85, 4.99], [6.38, -2.13, 5.85], [8.07, 2.69, 6.72], [6.51, 2.41, 7.58], [6.63, 3.65, 6.32], [7.14, -1.26, -1.13], [5.76, -1.60, -1.22], [5.46, -2.47, -2.23], [6.26, -2.95, -3.02], [4.12, -2.70, -2.20], [3.67, -3.60, -3.20], [7.26, -0.57, -0.30], [7.74, -2.15, -0.93], [7.48, -0.77, -2.05], [4.13, -4.59, -3.08], [3.86, -3.20, -4.20], [2.58, -3.72, -3.09], [1.44, 6.75, 4.63], [0.06, 6.41, 4.54], [-0.24, 5.55, 3.54], [0.56, 5.06, 2.75], [-1.58, 5.31, 3.57], [-2.03, 4.41, 2.56], [1.56, 7.45, 5.47], [2.04, 5.86, 4.84], [1.78, 7.25, 3.72], [-1.57, 3.43, 2.68], [-1.84, 4.82, 1.56], [-3.12, 4.30, 2.68], [-0.79, -3.55, -6.68], [-1.77, -4.00, -5.75], [-1.74, -3.36, -4.55], [-0.96, -2.47, -4.24], [-2.72, -3.88, -3.77], [-2.80, -3.29, -2.47], [-0.91, -4.13, -7.60], [-0.94, -2.49, -6.92], [0.22, -3.72, -6.30], [-3.03, -2.22, -2.54], [-1.87, -3.46, -1.91], [-3.61, -3.78, -1.93], [0.76, 6.14, 11.08], [-0.41, 6.72, 10.52], [-0.54, 6.53, 9.18], [0.24, 5.93, 8.46], [-1.69, 7.14, 8.78], [-1.95, 7.02, 7.38], [0.76, 6.35, 12.16], [0.75, 5.05, 10.95], [1.66, 6.58, 10.65], [-2.06, 5.97, 7.09], [-1.16, 7.50, 6.80], [-2.89, 7.54, 7.17], [9.00, -3.02, -5.03], [10.41, -3.06, -4.81], [10.85, -2.22, -3.84], [10.16, -1.47, -3.17], [12.20, -2.36, -3.74], [12.80, -1.54, -2.75], [8.76, -3.73, -5.83], [8.46, -3.32, -4.13], [8.69, -2.02, -5.35], [12.42, -1.78, -1.76], [12.64, -0.48, -2.98], [13.88, -1.73, -2.76], [-5.90, -1.90, -6.16], [-6.88, -0.96, -5.74], [-7.14, -0.99, -4.41], [-6.62, -1.73, -3.59], [-8.08, -0.05, -4.14], [-8.46, 0.04, -2.77], [-5.77, -1.79, -7.24], [-4.94, -1.70, -5.68], [-6.23, -2.92, -5.96], [-7.60, 0.31, -2.15], [-8.90, -0.91, -2.43], [-9.22, 0.82, -2.67], [12.68, -9.07, -6.88], [12.36, -7.69, -7.01], [12.79, -6.92, -5.98], [13.40, -7.31, -4.99], [12.42, -5.64, -6.23], [12.81, -4.71, -5.22], [12.29, -9.59, -7.76], [13.76, -9.22, -6.85], [12.20, -9.50, -5.99], [13.90, -4.68, -5.12], [12.34, -4.96, -4.26], [12.46, -3.72, -5.52], [-10.13, 0.94, -5.38], [-11.52, 0.60, -5.47], [-11.81, -0.26, -6.47], [-11.02, -0.75, -7.26], [-13.15, -0.50, -6.45], [-13.61, -1.40, -7.45], [-10.01, 1.64, -4.55], [-9.53, 0.05, -5.18], [-9.80, 1.44, -6.30], [-13.14, -2.38, -7.33], [-13.41, -0.99, -8.45], [-14.69, -1.51, -7.34], [-17.39, -4.85, -11.57], [-17.71, -3.47, -11.70], [-17.29, -2.70, -10.67], [-16.67, -3.09, -9.68], [-17.65, -1.42, -10.92], [-17.27, -0.49, -9.91], [-17.78, -5.37, -12.45], [-16.31, -5.00, -11.54], [-17.87, -5.28, -10.68], [-16.18, -0.46, -9.81], [-17.74, -0.74, -8.95], [-17.61, 0.50, -10.21], [-0.25, 5.68, 16.21], [0.99, 5.72, 16.92], [2.03, 6.20, 16.20], [1.98, 6.59, 15.04], [3.13, 6.19, 16.99], [4.32, 6.67, 16.36], [-1.01, 5.27, 16.89], [-0.55, 6.68, 15.91], [-0.17, 5.02, 15.34], [4.19, 7.72, 16.07], [4.57, 6.05, 15.50], [5.13, 6.62, 17.08]],
  "lumo_ev": -5.99,
  "energy_ev": -160459.3302,
  "total_charge": 1,
  "de_lowest_kcal_mol": 210.0
}